[1]
Density functional theory data (ωB97M-V with the def2-TZVPD basis set) for C31H52BrN4P3Sr as an isolated structure at a distorted geometry.

Geometry as ORCA input:
```
! RIJCOSX wB97M-V def2-TZVPD def2/J DEFGRID3
* xyz 2 1
N -4.48939 4.33433 -2.31231
C -3.79999 4.80348 -1.27108
C -2.46250 4.45685 -1.04328
C -1.82629 3.55135 -1.92684
C -2.58889 3.06107 -3.01292
C -3.91148 3.49437 -3.17036
C -0.41137 3.19603 -1.75558
Sr 1.19421 2.36413 -0.01304
P 4.12139 1.33761 -0.22474
C 0.24066 2.06127 -2.28895
C -0.16412 0.66404 -2.14255
C 0.46562 -0.37274 -2.90264
C 0.26091 -1.69357 -2.67516
C -0.39239 -2.16685 -1.41565
C -1.23162 -1.08982 -0.81527
C -1.07873 0.22483 -1.13161
Br 1.14930 -2.63852 -0.25661
H 0.22274 4.07176 -1.49748
H 1.05885 2.22961 -2.99720
H -1.93383 4.89671 -0.18844
H -2.14852 2.39855 -3.76645
H -4.31945 5.49180 -0.60328
H -4.50885 3.15351 -4.02069
H 1.09629 -0.04595 -3.73461
H -1.70672 0.97884 -0.63756
H 0.77274 -2.43960 -3.28010
H -1.91434 -1.37871 -0.00710
P -1.32317 -3.79779 -1.42264
C 3.67117 3.13563 -0.38036
C 4.91521 4.02923 -0.54398
H 3.17457 3.46051 0.56167
H 3.01921 3.29149 -1.26894
H 4.61351 5.07892 -0.50642
H 5.63837 3.84991 0.25595
H 5.39584 3.84457 -1.50832
C 3.36022 0.27088 -1.53915
C 4.31869 -0.89134 -1.89687
H 3.17328 0.88049 -2.43475
H 2.39059 -0.15783 -1.21336
H 4.02496 -1.34222 -2.85572
H 5.34970 -0.52490 -2.00144
H 4.32038 -1.69472 -1.14388
C 3.36238 0.47779 1.21772
C 4.31332 -0.68197 1.59722
H 2.35955 0.06035 0.99664
H 3.28736 1.18026 2.06161
H 3.89261 -1.28938 2.40759
H 4.52310 -1.36195 0.76149
H 5.28000 -0.29758 1.94871
C -1.63346 -4.12581 0.32812
C -1.29617 -5.54536 0.77003
H -2.69107 -3.89613 0.50477
H -1.06294 -3.42136 0.94090
H -1.94203 -6.29183 0.29172
H -0.25254 -5.79925 0.55356
H -1.43909 -5.62581 1.85634
C -0.21170 -4.96150 -2.25358
C -0.29060 -4.97247 -3.77735
H -0.48895 -5.94043 -1.83842
H 0.80944 -4.74157 -1.90854
H -1.12604 -5.59700 -4.11257
H -0.42015 -3.97393 -4.21787
H 0.63693 -5.39396 -4.18494
C -2.85385 -3.86179 -2.36751
C -4.14879 -3.44668 -1.66506
H -2.91920 -4.91469 -2.69436
H -2.68562 -3.24267 -3.26553
H -4.16483 -2.36560 -1.47168
H -4.99096 -3.68528 -2.32917
H -4.30608 -3.98155 -0.71897
C 0.53210 0.91756 4.84790
N 0.33261 2.35408 4.54183
C -0.98812 2.78686 5.06703
N -2.10356 1.97333 4.55082
C -1.85909 0.54778 4.86094
N -0.56626 0.06465 4.32466
C -0.55969 0.01397 2.86008
P -0.81345 1.70927 2.12822
C 0.48635 2.63765 3.10766
C -2.31911 2.19105 3.11734
H 0.54353 0.80379 5.94313
H 1.48571 0.57475 4.41221
H -1.16388 3.83468 4.78397
H -0.96875 2.67747 6.16027
H -2.67006 -0.05446 4.42517
H -1.83707 0.43580 5.95367
H 0.39158 -0.41634 2.50803
H -1.36695 -0.65169 2.51856
H 0.36839 3.72028 2.94000
H 1.51229 2.35460 2.79078
H -3.17835 1.59052 2.78127
H -2.53566 3.25437 2.93524
*
```

Largest force on an atom, eV/Å: 2.8
HOMO energy (alpha / beta), eV: -11.8 / -11.8
Frontier orbital gap (alpha / beta), eV: 5.69 / 5.69
ΔE to the lowest compared entry with this formula, charge and spin, kJ/mol: 73.0
Energy, eV: -137679.5629


[2]
Density functional theory data (ωB97M-V with the def2-TZVPD basis set) for C31H52BrN5P2Pt as an isolated structure at a distorted geometry.

Geometry as ORCA input:
```
! RIJCOSX wB97M-V def2-TZVPD def2/J DEFGRID3
* xyz 2 3
N -3.96572 -8.44671 4.78119
C -4.16067 -7.33995 5.50307
C -3.68696 -6.08762 5.09437
C -2.98013 -5.97385 3.87208
C -2.76664 -7.17113 3.14579
C -3.29239 -8.37581 3.63462
C -2.50477 -4.69127 3.35507
Pt 0.46924 0.69728 0.27444
P -1.46549 3.16887 -4.99229
C -2.09357 -4.52299 2.06528
C -1.57118 -3.28573 1.61046
C -1.68091 -2.91743 0.25698
C -1.25676 -1.65565 -0.13192
C -0.62021 -0.86046 0.83152
C -0.55256 -1.18838 2.19113
C -0.99819 -2.43628 2.57635
Br 1.10911 2.58921 -1.24024
H -2.58391 -3.84303 4.04433
H -2.24060 -5.31569 1.32693
H -3.88173 -5.22038 5.72292
H -2.19910 -7.18406 2.21715
H -4.71351 -7.45365 6.44003
H -3.15502 -9.30368 3.07263
H -2.12918 -3.61372 -0.45463
H -0.90138 -2.75729 3.61068
H -1.38177 -1.27144 -1.14133
H -0.12961 -0.50676 2.91072
P 1.94547 -0.53787 -0.93526
C -2.68503 3.20847 -3.64148
C -4.06539 3.57837 -4.19836
H -2.33160 3.94884 -2.91026
H -2.67456 2.21176 -3.18086
H -4.73526 3.86989 -3.38396
H -3.99641 4.41897 -4.90054
H -4.51827 2.73311 -4.72938
C -1.36971 1.41240 -5.47336
C -0.92852 1.25960 -6.93176
H -2.37635 0.99562 -5.32592
H -0.67436 0.92627 -4.77479
H -1.12802 0.24099 -7.28023
H -1.47232 1.95097 -7.58726
H 0.14329 1.45611 -7.04790
C 0.16140 3.57193 -4.30817
C 0.47201 5.06739 -4.34218
H 0.90890 2.99650 -4.87521
H 0.13118 3.18598 -3.27282
H 1.49799 5.23040 -3.99403
H 0.38695 5.46326 -5.36079
H -0.20568 5.63034 -3.68950
C 3.56052 0.30617 -1.23509
C 4.85387 -0.47756 -1.01726
H 3.56543 1.21573 -0.61718
H 3.50997 0.65849 -2.27550
H 5.04528 -0.67431 0.04392
H 4.86476 -1.42973 -1.56021
H 5.68961 0.12595 -1.39276
C 1.29954 -0.91461 -2.61065
C 1.13786 -2.39045 -2.96602
H 1.98904 -0.41871 -3.30960
H 0.33657 -0.38958 -2.69260
H 2.09869 -2.91840 -2.96630
H 0.45468 -2.91120 -2.28496
H 0.71476 -2.46994 -3.97473
C 2.35036 -2.13537 -0.13145
C 2.84958 -2.02283 1.31040
H 3.08952 -2.64212 -0.77221
H 1.43253 -2.74094 -0.16805
H 2.41554 -2.83294 1.91178
H 3.94215 -2.11765 1.37155
H 2.56074 -1.07902 1.79273
C 0.59350 1.62560 3.30156
N 0.82555 2.12195 1.90552
C 2.27698 2.55937 1.84247
N 2.57525 3.60643 2.82938
C 2.30644 3.07098 4.17935
N 0.89497 2.65288 4.31884
C 0.03878 3.83335 4.06967
N 0.25585 4.38782 2.71743
C -0.06113 3.33560 1.73025
C 1.68288 4.76245 2.59317
H 1.25615 0.77436 3.49359
H -0.46533 1.36746 3.40913
H 2.49059 2.96364 0.84691
H 2.91268 1.68741 2.06303
H 2.50763 3.86378 4.91231
H 2.95776 2.20629 4.36521
H -1.01345 3.53667 4.17418
H 0.29454 4.60487 4.80886
H 0.08469 3.74429 0.72663
H -1.10168 3.02066 1.88786
H 1.90762 5.52461 3.35023
H 1.86663 5.15688 1.58532
*
```

Largest force on an atom, eV/Å: 2.5
HOMO energy (alpha / beta), eV: -12.9 / -12.7
Frontier orbital gap (alpha / beta), eV: 7.34 / 4.41
ΔE to the lowest compared entry with this formula, charge and spin, kJ/mol: 0.0
Energy, eV: -132291.8778


[3]
Density functional theory data (ωB97M-V with the def2-TZVPD basis set) for C31H52ClN7NaOP as an isolated structure.

Geometry as ORCA input:
```
! RIJCOSX wB97M-V def2-TZVPD def2/J DEFGRID3
* xyz 0 1
Na 1.38989 0.15807 1.28895
C -3.24735 -6.98520 3.37101
C -2.95370 -6.47032 1.95699
C -4.15241 -6.78221 1.05354
C -1.73624 -7.22845 1.40737
C -2.68617 -4.93356 1.94517
O -2.12120 -4.55772 0.69112
C -3.95669 -4.11431 2.29934
C -4.83088 -3.59439 1.14470
C -4.28674 -2.44071 0.34248
C -4.29815 -2.48420 -1.04791
C -3.81881 -1.43086 -1.80726
C -3.32574 -0.31108 -1.16833
Cl -2.74169 1.02017 -2.10430
C -3.30285 -0.23942 0.21735
C -3.78192 -1.30433 0.96352
C -1.57497 -4.60775 2.96641
N -1.10051 -3.23160 2.90410
C -0.31104 -2.66415 1.98594
N -0.16795 -1.37483 2.24789
C -0.89894 -1.21176 3.38501
N -1.48080 -2.30653 3.81492
H -3.51691 -8.04100 3.31492
H -4.07841 -6.46164 3.84897
H -2.37379 -6.90881 4.02117
H -4.27709 -7.86336 0.97462
H -3.99716 -6.39813 0.04276
H -5.08403 -6.37234 1.44983
H -1.98192 -8.28819 1.32272
H -0.86945 -7.15223 2.06685
H -1.45214 -6.86032 0.42247
H -2.80940 -4.27147 0.08398
H -3.66791 -3.25920 2.91222
H -4.58936 -4.73449 2.93694
H -5.76469 -3.25779 1.60317
H -5.09895 -4.40541 0.46293
H -4.69622 -3.35772 -1.55407
H -3.83154 -1.47540 -2.88771
H -2.91353 0.64623 0.70249
H -3.75970 -1.24135 2.04529
H -0.71289 -5.24567 2.77869
H -1.94024 -4.76232 3.97809
H 0.09445 -3.20035 1.14481
H -1.00895 -0.26637 3.89204
N 2.94374 1.35422 0.55518
P 2.62308 2.44860 -0.44102
N 3.86335 3.51170 -0.95577
C 4.53212 4.26217 0.11048
C 5.18443 5.51942 -0.47769
C 5.70070 5.23761 -1.89715
C 6.08094 3.76595 -2.01417
C 4.82997 2.88992 -1.87146
N 2.05536 1.90677 -1.95318
C 1.53494 2.80938 -2.97454
C 1.80459 2.26887 -4.37525
C 1.20329 0.86997 -4.59043
C 1.25368 0.03772 -3.29667
C 2.36354 0.54878 -2.38796
N 1.49548 3.65789 0.03206
C 0.29814 3.24545 0.73391
C -0.05769 4.21706 1.85812
C -0.20086 5.63580 1.31325
C 1.04729 6.02255 0.52325
C 1.34011 4.98171 -0.55397
H 5.28078 3.63794 0.61534
H 3.79690 4.52325 0.86933
H 6.00662 5.83651 0.16930
H 4.46200 6.33970 -0.50358
H 6.54953 5.88249 -2.13362
H 4.91681 5.45798 -2.62689
H 6.80538 3.52125 -1.23207
H 6.56537 3.55411 -2.96874
H 5.11369 1.88439 -1.53332
H 4.35155 2.78434 -2.85012
H 2.00102 3.79144 -2.87410
H 0.45077 2.95484 -2.84912
H 2.88676 2.22738 -4.52705
H 1.41299 2.97343 -5.11142
H 1.76252 0.36479 -5.38141
H 0.17165 0.95282 -4.94193
H 1.39123 -1.02219 -3.52456
H 0.31154 0.13550 -2.75384
H 3.32338 0.49258 -2.92642
H 2.47698 -0.05943 -1.49187
H 0.45391 2.25406 1.16478
H -0.55527 3.17141 0.04721
H 0.74337 4.18800 2.60296
H -0.98305 3.89644 2.34647
H -0.38486 6.34383 2.12459
H -1.07103 5.67688 0.64768
H 1.90658 6.08655 1.19818
H 0.91881 7.00341 0.05757
H 2.24725 5.23644 -1.09605
H 0.50537 4.99077 -1.27551
*
```

Largest force on an atom, eV/Å: 0.4
HOMO energy, eV: -6.5
Frontier orbital gap, eV: 6.63
ΔE to the lowest compared entry with this formula, charge and spin, kJ/mol: 10.6
Energy, eV: -71698.7271